# 1
Entry from OMol25: a cluster of 10 separate species, C29H63N7O9 in total at a distorted geometry (ωB97M-V with the def2-TZVPD basis set).

Computed properties:
calculated total energy: -2203.078273 Ha
highest occupied orbital energy: -8.94 eV
E_LUMO: 0.0040 Ha
SMILES: CN(C)C=O.CN(C)C=O.CN(C)C=O.CN(C)C=O.CN(C)C=O.CN(C)C=O.CC(C)=O.CC(C)=O.CC(C)=O.CC#N

Cartesian coordinates (Å):
C (11.08, 15.99, -0.71)
N (11.54, 14.64, -0.42)
C (11.11, 13.63, -1.45)
C (12.16, 14.42, 0.74)
O (12.57, 13.28, 1.09)
H (11.65, 16.57, -1.44)
H (11.27, 16.76, 0.04)
H (10.05, 16.09, -1.04)
H (11.40, 13.89, -2.47)
H (11.59, 12.68, -1.24)
H (10.04, 13.44, -1.53)
H (12.26, 15.41, 1.21)
C (10.65, 20.37, 3.68)
N (11.61, 20.11, 2.70)
C (11.30, 19.32, 1.52)
C (12.83, 20.66, 2.73)
O (13.44, 21.26, 3.69)
H (10.97, 20.92, 4.57)
H (10.59, 19.43, 4.23)
H (9.74, 20.80, 3.28)
H (11.06, 18.29, 1.79)
H (10.42, 19.84, 1.15)
H (12.01, 19.41, 0.70)
H (13.39, 20.38, 1.83)
C (15.20, 15.75, 2.18)
N (15.91, 15.83, 0.91)
C (16.85, 16.93, 0.76)
C (15.62, 14.96, -0.09)
O (15.92, 15.10, -1.29)
H (14.52, 16.60, 2.29)
H (15.81, 15.75, 3.08)
H (14.67, 14.82, 2.41)
H (17.05, 17.19, -0.28)
H (16.44, 17.88, 1.09)
H (17.77, 16.63, 1.27)
H (15.05, 14.09, 0.30)
C (7.71, 20.11, -3.97)
N (8.24, 19.67, -2.66)
C (9.24, 18.56, -2.58)
C (8.10, 20.45, -1.57)
O (8.62, 20.24, -0.44)
H (6.68, 20.49, -3.92)
H (7.57, 19.26, -4.64)
H (8.32, 20.92, -4.38)
H (9.96, 18.65, -3.40)
H (9.75, 18.49, -1.62)
H (8.68, 17.65, -2.80)
H (7.34, 21.22, -1.76)
C (11.68, 21.74, -6.52)
N (13.08, 22.27, -6.12)
C (13.54, 21.80, -4.88)
C (13.65, 23.28, -6.73)
O (13.21, 23.84, -7.75)
H (11.77, 20.65, -6.57)
H (11.19, 22.14, -7.41)
H (10.95, 21.72, -5.71)
H (14.09, 22.56, -4.32)
H (12.67, 21.71, -4.23)
H (14.16, 20.91, -4.97)
H (14.50, 23.68, -6.16)
C (19.65, 15.20, -1.27)
N (19.23, 15.29, -2.65)
C (18.59, 16.65, -2.98)
C (19.15, 14.32, -3.59)
O (18.70, 14.40, -4.76)
H (18.77, 15.20, -0.63)
H (20.28, 16.02, -0.91)
H (20.11, 14.23, -1.07)
H (17.53, 16.81, -2.82)
H (19.08, 17.49, -2.49)
H (18.68, 16.74, -4.06)
H (19.62, 13.38, -3.25)
C (15.50, 18.92, -2.59)
C (14.03, 18.94, -2.34)
C (13.19, 17.93, -3.17)
O (13.49, 19.74, -1.54)
H (15.71, 18.62, -3.62)
H (15.94, 18.22, -1.89)
H (16.06, 19.85, -2.47)
H (13.51, 16.92, -2.93)
H (13.50, 18.13, -4.20)
H (12.11, 17.95, -3.07)
C (9.59, 14.35, -4.87)
C (10.02, 15.73, -5.27)
C (9.55, 16.28, -6.61)
O (10.85, 16.36, -4.60)
H (9.37, 13.69, -5.71)
H (8.71, 14.33, -4.23)
H (10.35, 14.09, -4.13)
H (9.74, 15.42, -7.26)
H (10.21, 17.08, -6.93)
H (8.54, 16.66, -6.69)
C (13.89, 14.76, -3.96)
C (14.35, 13.38, -4.55)
C (15.51, 13.30, -5.49)
O (13.60, 12.46, -4.46)
H (13.10, 15.18, -4.57)
H (14.64, 15.52, -4.19)
H (13.73, 14.69, -2.88)
H (16.39, 13.29, -4.85)
H (15.64, 14.00, -6.32)
H (15.51, 12.37, -6.06)
C (16.87, 16.92, -6.60)
C (16.13, 18.22, -6.41)
N (15.58, 19.22, -6.23)
H (17.68, 16.96, -7.33)
H (16.23, 16.06, -6.83)
H (17.46, 16.77, -5.69)



# 2
Entry from OMol25: a cluster of 4 separate species, C29H64Br3N7O7PS2 in total at a distorted geometry (ωB97M-V with the def2-TZVPD basis set).

Computed properties:
net charge: +1
calculated total energy: -10912.775414 Ha
highest occupied orbital energy: -10.67 eV
E_LUMO: -0.1012 Ha

Cartesian coordinates (Å):
C (5.41, -0.58, 1.45)
C (4.18, 0.15, 1.99)
N (2.94, -0.27, 1.31)
C (1.99, -1.04, 2.04)
N (0.77, -0.22, 2.49)
P (0.85, 0.41, 4.23)
O (2.44, 0.30, 4.52)
Br (0.60, 2.59, 3.82)
C (-0.59, -0.87, 2.17)
O (-0.84, -0.44, 0.88)
S (-1.92, -0.08, 3.16)
C (-0.54, -2.42, 2.36)
N (-0.60, -2.59, 3.85)
C (0.39, -2.87, 4.52)
S (1.53, -2.94, 5.57)
C (-1.78, -3.19, 1.85)
Br (-3.25, -2.37, 0.96)
C (-1.91, -4.52, 2.01)
C (-3.08, -5.32, 1.53)
Br (-0.63, -5.60, 2.90)
O (0.54, -3.05, 1.77)
C (1.60, -2.28, 1.21)
C (1.39, -1.97, -0.29)
C (0.29, -2.81, -0.93)
C (0.42, -2.83, -2.46)
C (0.87, -1.53, -3.10)
O (2.26, -1.61, -3.38)
C (2.79, -0.39, -3.85)
C (2.82, -3.20, 1.26)
N (3.11, -3.72, 2.58)
C (4.30, -4.58, 2.54)
H (6.32, -0.09, 1.76)
H (5.35, -0.74, 0.38)
H (5.43, -1.57, 1.91)
H (4.15, 0.00, 3.06)
H (4.33, 1.21, 1.80)
H (2.53, 0.48, 0.77)
H (2.50, -1.43, 2.93)
H (0.77, 0.62, 1.90)
H (2.55, 0.36, 5.47)
H (-1.72, -0.04, 0.79)
H (-1.86, -0.61, 4.39)
H (-2.92, -6.37, 1.71)
H (-3.95, -5.02, 2.11)
H (-3.26, -5.15, 0.47)
H (1.19, -0.92, -0.45)
H (2.32, -2.17, -0.83)
H (0.43, -3.84, -0.59)
H (-0.69, -2.43, -0.64)
H (-0.51, -3.16, -2.92)
H (1.17, -3.57, -2.73)
H (0.64, -0.64, -2.50)
H (0.35, -1.43, -4.06)
H (3.54, -0.58, -4.60)
H (3.27, 0.14, -3.02)
H (2.01, 0.24, -4.29)
H (2.55, -4.03, 0.59)
H (3.68, -2.72, 0.80)
H (2.33, -4.27, 2.90)
H (5.04, -4.16, 1.87)
H (4.03, -5.57, 2.17)
H (4.75, -4.67, 3.53)
C (-2.65, 2.61, -2.21)
C (-3.62, 1.69, -1.49)
C (-5.10, 1.97, -1.81)
O (-5.63, 3.11, -1.17)
C (-5.34, 4.35, -1.79)
N (-3.36, 1.75, -0.05)
H (-2.60, 3.60, -1.75)
H (-1.64, 2.19, -2.18)
H (-2.92, 2.74, -3.26)
H (-3.41, 0.67, -1.83)
H (-5.69, 1.13, -1.44)
H (-5.27, 2.02, -2.89)
H (-5.32, 4.26, -2.88)
H (-4.40, 4.77, -1.44)
H (-6.14, 5.04, -1.52)
H (-3.94, 1.06, 0.42)
H (-3.72, 2.64, 0.29)
C (-0.33, 7.72, 5.29)
C (0.51, 7.06, 6.37)
C (2.03, 7.19, 6.15)
O (2.56, 6.34, 5.15)
C (2.40, 6.79, 3.82)
N (0.10, 5.65, 6.51)
H (-0.38, 7.11, 4.38)
H (-1.36, 7.84, 5.64)
H (0.05, 8.70, 5.03)
H (0.29, 7.57, 7.31)
H (2.53, 6.90, 7.07)
H (2.31, 8.23, 5.95)
H (2.47, 7.88, 3.75)
H (1.44, 6.46, 3.40)
H (3.19, 6.35, 3.22)
H (0.59, 5.25, 7.30)
H (0.48, 5.16, 5.71)
C (-1.98, -2.52, -9.19)
C (-2.12, -3.46, -8.00)
C (-2.60, -2.77, -6.72)
O (-1.62, -2.00, -6.05)
C (-1.40, -0.71, -6.59)
N (-0.86, -4.17, -7.81)
H (-1.07, -1.92, -9.14)
H (-1.93, -3.09, -10.12)
H (-2.83, -1.84, -9.27)
H (-2.89, -4.20, -8.26)
H (-2.89, -3.55, -6.01)
H (-3.50, -2.16, -6.90)
H (-2.32, -0.26, -6.97)
H (-0.65, -0.74, -7.37)
H (-1.02, -0.08, -5.78)
H (-0.98, -4.88, -7.10)
H (-0.19, -3.52, -7.40)